C48H64F6N4O6PtS3SbTe | ωB97M-V/def2-TZVPD

Orbital gap (spin up / spin down), Eh: 0.24951 / 0.18955
2S+1: 2
E, Ha: -4959.1674
Strongest force on any atom, eV Å⁻¹: 0.6
Relative energy (zero: lowest compared OMol25 entry of this formula, charge and spin), eV: 0.437

Structure (XYZ):
```
134
Properties=species:S:1:pos:R:3:lowdin_spin:R:1
Pt 0.878 0.318 -0.514 0.017
C -0.177 -4.672 0.662 0.006
C -1.644 -4.253 0.596 0.125
C -2.151 -3.985 2.013 0.007
C -2.466 -5.359 -0.060 0.029
Sb -1.695 -2.259 -0.417 0.409
C -0.669 -2.570 -2.365 0.065
C -0.889 -1.362 -3.270 0.001
C 0.819 -2.717 -2.045 0.003
C -1.180 -3.831 -3.055 0.023
C -3.819 -1.827 -0.784 0.038
C -3.936 -0.864 -1.963 0.001
C -4.635 -3.079 -1.096 0.015
C -4.347 -1.200 0.511 0.005
H -0.089 -5.516 1.355 0.002
H 0.473 -3.874 1.029 0.002
H 0.195 -5.008 -0.305 0.000
H -2.088 -4.909 2.598 0.001
H -3.194 -3.662 2.020 0.000
H -1.556 -3.225 2.524 0.003
H -2.126 -6.312 0.362 0.009
H -2.347 -5.424 -1.140 0.002
H -3.527 -5.271 0.158 0.000
H -0.642 -0.410 -2.798 0.000
H -1.910 -1.304 -3.642 0.000
H -0.232 -1.467 -4.143 0.001
H 1.159 -1.856 -1.463 0.001
H 1.385 -2.774 -2.982 0.000
H 1.036 -3.609 -1.460 0.000
H -2.257 -3.811 -3.230 0.001
H -0.930 -4.738 -2.505 0.001
H -0.692 -3.898 -4.034 0.006
H -3.814 -1.392 -2.910 0.000
H -3.221 -0.044 -1.933 0.000
H -4.943 -0.433 -1.959 0.001
H -4.226 -3.668 -1.920 0.001
H -5.640 -2.758 -1.392 0.004
H -4.746 -3.722 -0.226 0.000
H -3.726 -0.378 0.860 0.002
H -4.414 -1.943 1.308 0.000
H -5.360 -0.822 0.331 0.000
F -0.202 1.983 2.106 0.000
C -0.461 1.090 3.055 0.000
F -1.731 0.715 2.993 0.001
F -0.228 1.648 4.241 0.000
S 0.617 -0.398 2.879 0.003
O 0.303 -0.997 1.594 0.041
O 0.351 -1.166 4.049 0.000
N 2.067 0.217 2.914 0.002
S 2.940 0.489 1.655 0.000
O 2.887 -0.619 0.691 0.000
O 2.910 1.815 1.119 0.001
C 4.628 0.448 2.393 0.000
F 4.747 1.394 3.310 0.000
F 5.500 0.677 1.405 0.000
F 4.911 -0.733 2.938 0.000
C 5.734 5.815 -6.303 0.000
C 4.491 5.511 -5.515 0.000
C 4.551 5.292 -4.142 0.000
C 3.422 4.967 -3.401 0.000
C 3.568 4.775 -1.913 0.000
C 2.180 4.851 -4.057 0.000
Te 0.633 3.904 -2.973 0.000
N -0.414 1.553 -1.328 -0.002
C -1.461 1.379 -0.595 0.011
O -1.714 0.287 0.083 0.147
C -2.437 2.510 -0.472 0.005
C -3.811 2.295 -0.412 0.002
C -4.685 3.365 -0.312 0.000
C -4.195 4.663 -0.252 0.002
C -2.825 4.882 -0.270 0.000
C -1.952 3.810 -0.376 0.002
C 0.278 2.514 -4.520 0.000
C 1.373 2.043 -5.246 0.000
C 1.221 1.112 -6.259 0.000
C -0.049 0.623 -6.549 0.000
C -1.137 1.093 -5.834 0.000
C -1.001 2.048 -4.822 0.000
C -2.227 2.536 -4.106 0.000
C 2.086 5.166 -5.415 0.000
C 0.774 5.225 -6.153 0.000
C 3.247 5.476 -6.122 0.000
H 6.608 5.344 -5.853 0.000
H 5.923 6.890 -6.344 0.000
H 5.646 5.457 -7.329 0.000
H 5.508 5.360 -3.634 0.000
H 4.598 4.962 -1.607 0.000
H 3.288 3.765 -1.597 0.000
H 2.928 5.465 -1.360 0.000
H -4.194 1.287 -0.442 0.000
H -5.752 3.187 -0.272 0.000
H -4.878 5.499 -0.174 0.000
H -2.433 5.888 -0.197 0.000
H -0.882 3.969 -0.347 0.000
H 2.362 2.439 -5.032 0.000
H 2.085 0.779 -6.824 0.000
H -0.190 -0.106 -7.336 0.000
H -2.130 0.725 -6.069 0.000
H -3.130 2.239 -4.639 0.000
H -2.218 3.624 -4.005 0.000
H -2.278 2.132 -3.093 0.000
H -0.074 5.138 -5.476 0.000
H 0.691 4.426 -6.894 0.000
H 0.695 6.177 -6.681 0.000
H 3.166 5.694 -7.183 0.000
C 7.242 -2.877 -1.665 0.000
C 6.084 -1.989 -1.234 0.000
C 4.936 -2.077 -2.230 0.000
N 3.878 -1.134 -1.880 0.000
C 3.321 -0.228 -2.640 0.000
S 2.116 0.892 -2.242 0.002
N 3.754 -0.085 -3.963 0.000
C 5.009 0.324 -4.416 0.000
O 5.215 0.387 -5.605 0.000
C 6.048 0.661 -3.397 0.000
C 5.755 1.418 -2.266 0.000
C 6.770 1.755 -1.382 0.000
C 8.069 1.329 -1.621 0.000
C 8.363 0.587 -2.759 0.000
C 7.357 0.268 -3.656 0.000
H 8.057 -2.835 -0.944 0.000
H 7.637 -2.557 -2.632 0.000
H 6.934 -3.921 -1.756 0.000
H 6.409 -0.948 -1.158 0.000
H 5.728 -2.285 -0.243 0.000
H 4.504 -3.082 -2.232 0.000
H 5.291 -1.870 -3.236 0.000
H 3.588 -1.106 -0.902 0.000
H 3.013 0.076 -4.638 0.000
H 4.751 1.776 -2.080 0.000
H 6.540 2.349 -0.508 0.000
H 8.857 1.584 -0.925 0.000
H 9.379 0.269 -2.951 0.000
H 7.572 -0.287 -4.560 0.000
```